[1]
The following is a quantum chemistry calculation of an isolated molecule of C5H5NO2 at a distorted geometry, from the OMol25 dataset.

HOMO level = -9.2 eV
Frontier orbital gap = 9.79 eV
SMILES = CC(=O)c1ncco1
Energy relative to the best compared isomer or geometry (same formula, charge and spin) = 57.9 kcal per mole

```
! RIJCOSX wB97M-V def2-TZVPD def2/J DEFGRID3
* xyz 0 1
C -0.717 -1.802 1.505
C -1.078 -0.949 0.291
O -1.936 -1.190 -0.529
C -0.073 0.177 -0.039
N -0.222 1.486 -0.071
C 0.945 2.030 -0.458
C 1.840 0.920 -0.615
O 1.187 -0.150 -0.354
H -0.269 -1.098 2.277
H -1.762 -2.325 1.560
H 0.120 -2.550 1.146
H 1.083 3.243 -0.710
H 2.876 0.788 -0.815
*
```

Mulliken atomic charge list, values in e, 5 entries:
1 C -0.8350
2 C 0.4966
3 O -0.4916
4 C 0.4470
5 N -0.5457

=====

[2]
The following is a quantum chemistry calculation of C5H5NO3S as an isolated structure at a distorted geometry, from the OMol25 dataset.

HOMO level (spin up / spin down) = -5.9 / -11.0 eV
Frontier orbital gap (spin up / spin down) = 6.26 / 8.03 eV
Energy relative to the best compared isomer or geometry (same formula, charge and spin) = 94.2 kcal per mole
⟨S²⟩ = 2.0198

```
! RIJCOSX wB97M-V def2-TZVPD def2/J DEFGRID3
* xyz 0 3
C 2.281 1.221 1.813
C 1.276 0.657 1.487
C -0.799 -0.674 1.258
C 0.182 0.117 0.860
C 0.681 -0.399 -1.475
N -0.136 0.621 -0.806
O -2.571 1.116 -0.320
O -2.086 -0.627 -1.969
O -1.746 -1.081 0.454
S -1.792 0.087 -0.777
H 2.992 1.817 2.304
H -0.951 -1.219 2.274
H 0.052 -0.717 -2.365
H 1.460 0.245 -1.861
H 1.158 -1.164 -0.878
*
```

Mulliken atomic charge list, values in e, 5 entries:
1 C -0.3025
2 C -0.6509
3 C 0.0103
4 C 0.5564
5 C -0.8053

=====

[3]
The following is a quantum chemistry calculation of an isolated molecule of C5H5NOS at a distorted geometry, from the OMol25 dataset.

HOMO level = -9.4 eV
Frontier orbital gap = 8.54 eV
SMILES = C#C[C@@H](C=S)C(N)=O
Energy relative to the best compared isomer or geometry (same formula, charge and spin) = 53.9 kcal per mole

```
! RIJCOSX wB97M-V def2-TZVPD def2/J DEFGRID3
* xyz 0 1
C -1.168 2.547 -0.493
C -0.598 1.496 -0.474
C 0.112 0.235 -0.424
C 1.450 0.367 0.200
S 2.649 -0.704 -0.006
C -0.695 -0.815 0.421
N -0.247 -2.065 0.215
O -1.615 -0.510 1.130
H -1.683 3.460 -0.530
H 0.195 -0.194 -1.429
H 1.596 1.219 0.856
H 0.640 -2.227 -0.239
H -0.636 -2.808 0.773
*
```

Mulliken atomic charge list, values in e, 5 entries:
1 C 0.2305
2 C -1.2410
3 C 0.5267
4 C -0.3140
5 S -0.2491

=====

What is the energy relative to the best compared isomer or geometry (same formula, charge and spin) in the second record? 94.2 kcal per mole

=====

The highest energy relative to the best compared isomer or geometry (same formula, charge and spin) belongs to which entry? C5H5NO3S